Model one:
9
Properties=species:S:1:pos:R:3:lowdin_charge:R:1 method="wB97M-V/def2-TZVPD" homo_ev="-8.907 / -9.838" molar_mass_g_mol=85.07
O -2.085 -0.040 -0.274 0.04
C -0.774 -0.372 -0.025 -0.52
N -0.214 -1.452 0.234 0.21
N 1.954 -0.379 -0.020 0.11
N 1.323 0.703 -0.013 -0.10
C 0.087 0.884 -0.137 -0.07
H -2.621 -0.846 -0.234 0.11
H 2.595 -0.382 0.791 0.09
H -0.265 1.884 -0.323 0.11

Model two:
9
Properties=species:S:1:pos:R:3:lowdin_charge:R:1 method="wB97M-V/def2-TZVPD" smiles=N#[N+][O-].C#CN homo_ev=-8.960 molar_mass_g_mol=85.07
N 1.730 -0.155 -0.037 0.04
C 0.679 0.692 0.125 -0.31
C -0.194 1.513 0.254 0.07
O -2.626 -0.306 -0.386 0.09
N -1.726 -1.072 -0.406 -0.29
N -0.862 -1.795 -0.422 0.24
H 1.476 -1.128 -0.166 0.06
H 2.436 -0.041 0.681 0.09
H -0.914 2.292 0.356 0.02

model two (0.413 eV below the next structure)

Model one:
18
Properties=species:S:1:pos:R:3:lowdin_charge:R:1 method="wB97M-V/def2-TZVPD" homo_ev=-8.805 molar_mass_g_mol=84.16
C -0.770 1.931 -1.092 -0.07
C 0.612 1.460 -0.302 -0.17
C 0.426 0.062 0.206 -0.36
C 0.907 -1.092 -0.292 -0.11
C 0.288 -2.414 0.198 -0.13
C -0.488 0.008 1.437 -0.06
H -1.383 1.048 -1.530 0.10
H -1.424 2.705 -0.785 0.04
H -0.370 2.267 -2.021 0.03
H 0.851 2.116 0.445 0.06
H 1.314 1.622 -1.150 0.11
H 1.508 -1.436 -1.190 0.11
H -0.723 -2.358 0.261 0.02
H 0.605 -2.724 1.266 0.11
H 0.464 -3.098 -0.596 0.05
H -0.049 0.910 1.968 0.10
H -1.509 -0.116 1.104 0.08
H -0.259 -0.893 2.073 0.08

Model two:
18
Properties=species:S:1:pos:R:3:lowdin_charge:R:1 method="wB97M-V/def2-TZVPD" smiles="C/C=C/C.C=C" homo_ev=-9.037 molar_mass_g_mol=84.16
C 0.104 -1.033 2.374 -0.11
C 0.115 -0.905 0.879 -0.21
C 1.200 -0.583 0.177 -0.20
C 1.305 -0.522 -1.318 -0.12
C -1.466 1.455 -1.716 -0.09
C -1.328 1.647 -0.410 -0.09
H 1.048 -0.675 2.799 0.07
H -0.022 -2.081 2.672 0.07
H -0.715 -0.468 2.836 0.07
H -0.823 -1.104 0.357 0.10
H 1.968 -1.317 -1.681 0.07
H 2.118 -0.363 0.726 0.10
H 1.741 0.430 -1.650 0.07
H 0.332 -0.640 -1.803 0.06
H -0.612 1.495 -2.388 0.04
H -2.431 1.239 -2.168 0.05
H -0.358 1.832 0.042 0.05
H -2.174 1.594 0.272 0.05

Model three:
18
Properties=species:S:1:pos:R:3:lowdin_charge:R:1 method="wB97M-V/def2-TZVPD" smiles="C=C(CC)CC" homo_ev=-9.194 molar_mass_g_mol=84.16
C -0.902 -1.750 -1.367 -0.10
C -0.752 -0.663 -0.310 -0.23
C 0.575 0.020 -0.208 -0.35
C 1.788 -0.490 -0.362 0.05
C 0.484 1.423 0.287 -0.22
C -0.336 1.526 1.599 -0.10
H -0.026 -2.408 -1.365 0.06
H -1.732 -2.413 -1.130 0.07
H -0.939 -1.345 -2.375 0.07
H -0.955 -1.155 0.649 0.12
H -1.549 0.083 -0.366 0.11
H 1.947 -1.510 -0.688 0.05
H 2.678 0.094 -0.221 0.06
H 1.433 1.911 0.495 0.10
H -0.052 2.027 -0.449 0.11
H 0.020 2.336 2.226 0.07
H -1.364 1.728 1.432 0.05
H -0.319 0.586 2.153 0.08

Model four:
18
Properties=species:S:1:pos:R:3:lowdin_charge:R:1 method="wB97M-V/def2-TZVPD" smiles="C[C@H]1C=CC1.C" homo_ev=-9.349 molar_mass_g_mol=84.16
C -1.948 0.253 0.621 -0.08
C -1.348 0.300 -0.777 -0.36
C -0.168 1.225 -1.018 -0.07
C 0.663 0.239 -1.365 -0.11
C 2.148 -0.365 1.446 -0.05
C -0.361 -0.854 -1.154 -0.15
H -1.171 0.082 1.376 0.07
H -2.683 -0.556 0.703 0.08
H -2.455 1.193 0.866 0.07
H -2.143 0.425 -1.523 0.13
H 1.493 0.413 1.051 0.00
H -0.055 2.302 -0.924 0.10
H 1.708 0.206 -1.662 0.10
H 1.991 -1.285 0.880 0.02
H 3.191 -0.054 1.341 0.02
H 1.919 -0.539 2.499 0.02
H -0.629 -1.445 -2.036 0.10
H -0.151 -1.539 -0.322 0.10

model three (0.799 eV below the next structure)

Model one:
18
Properties=species:S:1:pos:R:3:lowdin_charge:R:1 method="wB97M-V/def2-TZVPD" smiles="C=C(CC)CC" homo_ev=-8.857 molar_mass_g_mol=84.16
C 1.265 -1.583 -1.545 -0.13
C 0.959 -1.178 -0.128 -0.22
C -0.041 -0.010 -0.028 -0.32
C -0.352 0.705 -1.112 0.03
C -0.313 0.608 1.331 -0.24
C -1.560 1.452 1.458 -0.12
H 0.397 -1.786 -2.167 0.08
H 1.851 -0.807 -2.049 0.08
H 1.969 -2.421 -1.545 0.07
H 1.773 -0.809 0.479 0.11
H 0.462 -1.944 0.480 0.11
H -0.216 0.350 -2.125 0.05
H -0.595 1.760 -1.049 0.06
H -0.287 -0.079 2.180 0.11
H 0.609 1.208 1.371 0.12
H -2.393 0.969 0.946 0.08
H -1.803 1.831 2.447 0.07
H -1.516 2.389 0.886 0.06

Model two:
18
Properties=species:S:1:pos:R:3:lowdin_charge:R:1 method="wB97M-V/def2-TZVPD" smiles=CC[C@H]1C[C@@H]1C homo_ev=-7.553 molar_mass_g_mol=84.16
C 1.621 -0.733 1.066 -0.09
C 0.892 -0.650 -0.276 -0.22
C -0.563 1.887 -0.302 -0.11
C -1.341 0.694 0.229 -0.28
C -0.932 -0.636 -0.310 -0.17
C 0.001 -1.431 -1.139 -0.19
H 0.890 -0.868 1.894 0.07
H 2.107 0.258 1.242 0.07
H 2.431 -1.493 1.123 0.07
H 1.339 0.153 -0.910 0.11
H -1.195 2.772 -0.341 0.07
H 0.302 2.094 0.331 0.07
H -1.142 0.591 1.317 0.11
H -2.425 0.838 0.198 0.10
H -1.632 -1.356 0.155 0.11
H -0.208 1.680 -1.312 0.07
H -0.203 -2.424 -0.745 0.11
H 0.059 -1.376 -2.219 0.10

Model three:
18
Properties=species:S:1:pos:R:3:lowdin_charge:R:1 method="wB97M-V/def2-TZVPD" homo_ev=-7.279 molar_mass_g_mol=84.16
C 1.610 0.794 0.835 -0.09
C 1.292 -0.711 0.749 -0.25
C -0.183 -1.016 0.517 -0.18
C -0.805 -0.187 -0.628 -0.44
C -0.081 -0.002 -1.800 -0.01
C -1.858 0.885 -0.314 -0.06
H 2.652 1.045 0.913 0.07
H 0.975 1.257 1.602 0.08
H 1.093 1.238 -0.028 0.06
H 1.857 -1.161 -0.066 0.10
H 1.607 -1.191 1.674 0.10
H -0.300 -2.039 0.146 0.12
H -0.802 -0.905 1.414 0.11
H -1.173 -0.662 -1.784 0.14
H 0.414 -0.693 -2.489 0.03
H -1.896 1.090 0.757 0.07
H -1.565 1.749 -0.882 0.07
H -2.837 0.508 -0.618 0.08

Model four:
18
Properties=species:S:1:pos:R:3:lowdin_charge:R:1 method="wB97M-V/def2-TZVPD" smiles=CC1(C)CCC1 homo_ev=-10.358 molar_mass_g_mol=84.16
C 0.845 -0.567 1.440 -0.06
C 0.285 -0.201 0.070 -0.56
C 1.117 -0.830 -1.041 -0.06
C -1.245 -0.448 -0.068 -0.13
C -1.488 1.073 -0.198 -0.16
C 0.035 1.324 -0.112 -0.13
H 1.879 -0.215 1.548 0.08
H 0.251 -0.117 2.245 0.08
H 0.843 -1.655 1.587 0.08
H 2.157 -0.480 -1.000 0.08
H 0.715 -0.573 -2.028 0.08
H 1.125 -1.924 -0.955 0.08
H -1.520 -1.025 -0.958 0.10
H -1.714 -0.919 0.803 0.10
H -2.063 1.508 0.625 0.10
H -1.955 1.381 -1.138 0.10
H 0.357 1.939 0.735 0.10
H 0.479 1.741 -1.023 0.10

model four (0.681 eV below the next structure)

Model one:
10
Properties=species:S:1:pos:R:3:lowdin_charge:R:1 method="wB97M-V/def2-TZVPD" smiles="On1[nH]cnc1=S" homo_ev=-8.532 molar_mass_g_mol=117.13
C 1.122 -1.024 -0.135 -0.17
C 0.436 0.928 0.373 -0.84
H -1.832 1.199 0.686 0.06
H -0.627 -1.507 -1.265 0.17
H 1.741 -1.892 -0.300 0.13
N -0.552 0.274 -0.291 -0.20
N -0.180 -1.042 -0.489 0.12
N 1.544 0.094 0.345 0.10
O -1.848 0.603 -0.106 0.02
S 0.196 2.367 1.183 0.62

Model two:
10
Properties=species:S:1:pos:R:3:lowdin_charge:R:1 method="wB97M-V/def2-TZVPD" homo_ev="-9.402 / -9.145" molar_mass_g_mol=117.13
C 2.666 0.484 0.039 -0.50
C 0.398 -0.120 0.142 -0.44
N 1.868 1.469 0.387 -0.06
N 0.519 1.103 0.444 -0.06
N -2.759 -0.551 -0.188 -0.04
O -1.777 -1.254 0.167 -0.14
S 1.835 -0.991 -0.143 0.97
H 3.682 0.668 -0.212 0.06
H -3.233 0.062 0.428 0.10
H -3.199 -0.869 -1.064 0.12

model one (3.328 eV below the next structure)

Model one:
24
Properties=species:S:1:pos:R:3:lowdin_charge:R:1 method="wB97M-V/def2-TZVPD" smiles="C=NCc1ccccc1/N=C/C" homo_ev=-7.940 molar_mass_g_mol=160.22
C 0.123 2.516 2.158 -0.10
C -1.174 1.986 2.076 -0.13
C 1.202 1.802 1.554 -0.06
C -1.485 0.987 1.180 -0.04
C 0.986 0.665 0.788 -0.16
C -0.389 0.376 0.461 -0.18
C -1.993 -1.672 -2.214 -0.09
C -1.464 -0.589 -1.398 -0.25
C 2.120 -0.145 0.267 -0.19
C 2.005 -1.938 -1.259 -0.07
N -0.685 -0.678 -0.419 0.06
N 1.699 -0.804 -0.903 -0.05
H 0.414 3.302 2.929 0.11
H -2.104 2.508 2.551 0.13
H 2.246 2.158 1.640 0.11
H -2.476 0.655 0.884 0.10
H -1.304 -2.553 -2.469 0.09
H -2.446 -1.351 -3.156 0.06
H -1.802 0.451 -1.673 0.14
H 2.974 0.426 0.372 0.10
H 2.225 -0.858 1.057 0.12
H 1.456 -2.423 -2.088 0.07
H -2.886 -2.183 -1.663 0.11
H 2.755 -2.638 -0.676 0.11

Model two:
24
Properties=species:S:1:pos:R:3:lowdin_charge:R:1 method="wB97M-V/def2-TZVPD" smiles=Cc1cc2ncn(C)c2cc1C homo_ev=-8.305 molar_mass_g_mol=160.22
C -2.913 -1.378 -0.005 -0.09
C -1.603 -0.732 0.078 -0.29
C -0.555 -1.723 -0.068 0.02
C 0.753 -1.339 -0.009 -0.21
C 2.905 -1.179 0.137 -0.18
C 3.316 1.228 -0.071 -0.05
C 1.031 0.043 0.019 -0.15
C 0.076 1.004 0.001 0.00
C -1.248 0.574 -0.036 -0.26
C -2.389 1.635 0.145 -0.08
H -2.660 -2.566 0.099 0.11
H -3.558 -1.209 -0.975 0.12
H -3.584 -1.099 0.817 0.07
H -0.964 -2.819 -0.276 0.14
H 3.914 -1.310 0.098 0.10
H 4.356 1.048 -0.323 0.09
H 3.434 1.870 0.863 0.12
H 2.927 1.737 -0.906 0.07
H 0.410 2.089 -0.233 0.15
H -1.956 2.698 -0.249 0.10
H -3.322 1.629 -0.554 0.08
H -2.823 1.796 1.242 0.11
N 1.982 -2.092 0.099 0.12
N 2.473 0.096 0.108 -0.08

model two (1.148 eV below the next structure)

Model one:
24
Properties=species:S:1:pos:R:3:lowdin_charge:R:1 method="wB97M-V/def2-TZVPD" smiles="CC1=NC=C[C@@H]1[C@H]1C=CN=C1C" homo_ev=-8.976 molar_mass_g_mol=160.22
C 2.118 -0.499 0.980 -0.03
C -1.048 1.785 1.044 -0.02
C 1.009 0.435 0.424 -0.24
C -0.255 0.462 1.052 -0.24
C 2.538 -1.213 -0.038 -0.14
C -2.272 1.545 0.597 -0.11
C 0.997 -0.065 -1.030 -0.34
C -1.310 -0.352 0.355 -0.33
C 0.263 0.542 -2.114 -0.02
C -1.367 -1.863 0.161 -0.02
N 2.031 -0.753 -1.282 0.12
N -2.408 0.239 0.057 0.12
H 2.437 -0.565 2.025 0.11
H -0.537 2.648 1.502 0.12
H 1.556 1.383 0.491 0.17
H -0.030 0.350 2.129 0.17
H 3.378 -1.882 -0.252 0.11
H -3.022 2.197 0.512 0.06
H -0.304 -0.105 -2.722 0.08
H 0.888 1.141 -2.780 0.10
H -0.423 1.229 -1.746 0.05
H -0.479 -2.267 -0.414 0.09
H -2.392 -2.136 -0.177 0.08
H -1.368 -2.256 1.225 0.10

Model two:
24
Properties=species:S:1:pos:R:3:lowdin_charge:R:1 method="wB97M-V/def2-TZVPD" smiles="CC(C)C1N=c2ccccc2=N1" homo_ev=-8.884 molar_mass_g_mol=160.22
C 0.574 2.162 -2.557 -0.09
C 0.003 0.929 -3.120 -0.07
C 1.180 2.196 -1.341 0.00
C -0.003 -0.239 -2.464 -0.07
C 1.173 0.887 -0.604 -0.20
C 0.520 -0.320 -1.206 -0.29
C 0.987 -0.766 0.863 -0.34
C -1.326 0.260 1.644 -0.08
C -0.698 -2.190 2.110 -0.08
C -0.178 -0.714 1.929 -0.38
N 1.420 0.662 0.666 0.15
N 0.477 -1.317 -0.380 0.16
H 0.374 3.089 -3.090 0.10
H -0.574 1.039 -4.124 0.14
H 1.588 3.196 -1.088 0.12
H -0.448 -1.163 -2.898 0.13
H 1.937 -1.318 1.216 0.18
H -1.974 0.129 0.763 0.09
H -1.108 1.310 1.743 0.06
H -1.876 0.039 2.643 0.10
H -0.843 -2.487 1.013 0.09
H -1.599 -2.088 2.700 0.06
H 0.077 -2.743 2.630 0.07
H 0.316 -0.554 2.953 0.15

model two (1.133 eV below the next structure)

Model one:
9
Properties=species:S:1:pos:R:3:lowdin_charge:R:1 method="wB97M-V/def2-TZVPD" smiles="O=CCN[O-]" charge=-1 homo_ev="-1.340 / -1.341" molar_mass_g_mol=74.06
C 0.422 -0.580 0.976 -0.32
C -0.293 0.580 0.351 -0.22
N 0.093 0.388 -1.113 -0.31
O -0.937 0.081 -1.941 -0.42
O -0.131 -1.706 1.135 -0.10
H 1.530 -0.553 0.874 0.09
H -1.415 0.444 0.474 0.11
H -0.132 1.681 0.534 0.09
H 0.862 -0.335 -1.290 0.09

Model two:
9
Properties=species:S:1:pos:R:3:lowdin_charge:R:1 method="wB97M-V/def2-TZVPD" charge=-1 homo_ev=-3.162 molar_mass_g_mol=74.06
C 0.614 0.030 -0.186 0.04
N -0.226 0.708 -0.977 -0.01
C -1.261 0.902 -0.056 -0.43
O 1.760 -2.541 0.153 -0.60
O -1.364 1.727 0.841 -0.02
H 1.277 0.560 0.498 0.09
H 0.839 -1.028 -0.352 0.00
H 2.127 -3.432 0.272 -0.18
H -2.127 0.245 -0.243 0.11

Model three:
9
Properties=species:S:1:pos:R:3:lowdin_charge:R:1 method="wB97M-V/def2-TZVPD" smiles="CNC(=O)[O-]" charge=-1 homo_ev=-3.504 molar_mass_g_mol=74.06
C -0.499 0.426 -1.852 -0.12
N -0.682 0.457 -0.303 -0.05
C 0.184 -0.248 0.636 -0.78
O 0.090 0.258 1.808 -0.15
O 1.107 -0.992 0.179 -0.12
H -1.568 0.445 -2.293 0.07
H 0.245 1.213 -2.084 0.05
H -0.044 -0.566 -2.234 0.07
H -1.546 0.522 0.131 0.04

model three (3.820 eV below the next structure)

Model one:
9
Properties=species:S:1:pos:R:3:lowdin_charge:R:1 method="wB97M-V/def2-TZVPD" smiles=[O-]N1C[C@H]1O charge=-1 homo_ev=-1.822 molar_mass_g_mol=74.06
C 0.435 -0.233 -0.888 -0.16
C -0.490 -0.008 0.239 -0.39
N 0.834 0.573 0.329 -0.27
O 0.755 1.924 0.146 -0.44
O -0.808 -1.211 1.092 -0.09
H 1.070 -1.259 -0.897 0.11
H 0.465 0.361 -1.870 0.10
H -1.255 0.587 -0.061 0.09
H -1.005 -0.733 1.910 0.05

Model two:
9
Properties=species:S:1:pos:R:3:lowdin_charge:R:1 method="wB97M-V/def2-TZVPD" smiles="CNC(=O)[O-]" charge=-1 homo_ev=-3.778 molar_mass_g_mol=74.06
C 0.848 -0.481 0.539 -0.16
N -0.564 -0.242 0.256 -0.06
C -0.864 0.871 -0.601 -0.85
O -1.890 0.729 -1.283 -0.10
O -0.017 1.784 -0.634 -0.09
H 0.923 -1.264 1.285 0.05
H 1.377 -0.837 -0.353 0.06
H 1.252 0.481 0.859 0.07
H -1.065 -1.042 -0.070 0.08

Model three:
9
Properties=species:S:1:pos:R:3:lowdin_charge:R:1 method="wB97M-V/def2-TZVPD" smiles="O=CNC[O-]" charge=-1 homo_ev=-3.569 molar_mass_g_mol=74.06
O -1.975 -1.105 -1.229 -0.11
C -1.147 -0.675 -0.424 -0.52
N 0.048 -0.149 -0.611 0.02
C 0.923 0.663 0.653 -0.50
O 1.875 0.021 1.163 -0.24
H -1.310 -0.901 0.668 0.12
H 0.432 -0.254 -1.543 0.09
H 1.158 1.591 0.064 0.07
H -0.005 0.809 1.259 0.06

model two (1.521 eV below the next structure)